(1)
Below is a cluster of 2 separate species, C2H7NO3 in total, with properties calculated with ωB97M-V/def2-TZVPD.

Structure (ORCA input):
```
! wB97M-V def2-TZVPD RIJCOSX def2/J DEFGRID3
* xyz 0 1
H -1.049 -0.428 -0.281
H 1.856 -2.908 -1.486
H -1.581 0.715 0.987
H 1.970 -2.525 0.019
H -1.928 1.884 -1.016
H -0.143 -1.121 1.647
O 2.477 -2.928 -0.722
H 0.265 0.414 2.054
O -0.114 1.433 -0.211
O -0.450 3.170 -1.627
C -0.703 0.362 0.413
C -0.863 2.186 -1.052
N 0.263 -0.255 1.276
*
```

As for the HOMO energy: -10.5962 eV. The value obtained for the LUMO energy is 0.409 eV. The HOMO-LUMO gap comes out at 11.0 eV. The value obtained for the relative energy (zero: lowest compared OMol25 entry of this formula, charge and spin) is 37.38 kcal per mole. The calculation puts the energy at -360.85409 Ha.

(2)
Below is a structure of composition C25H21Cl3MnN6PSe2, with properties calculated with ωB97M-V/def2-TZVPD.

Structure (ORCA input):
```
! wB97M-V def2-TZVPD RIJCOSX def2/J DEFGRID3
* xyz 1 6
Se 1.074 2.329 0.169
H -5.046 -2.839 -0.486
N -4.259 -1.069 -2.676
C 4.273 1.331 3.335
H -1.626 0.861 -3.047
C -5.189 -4.535 -1.798
H 0.960 2.010 2.955
C 4.314 2.980 0.429
Cl -0.894 -5.122 1.073
C 6.078 4.956 -0.315
H -0.138 0.185 -2.349
C -1.817 0.021 -1.086
H -5.243 -6.089 -3.280
C 4.992 5.273 0.492
N -1.108 0.091 0.036
C -1.217 0.048 -2.446
C 3.065 1.634 2.710
H 5.176 1.224 2.747
Cl -1.401 -4.135 -1.659
N 0.765 -1.904 0.275
H 7.131 3.416 -1.372
C -0.646 -3.953 -0.119
H 5.536 1.632 -0.711
C -1.997 0.062 1.093
H -1.672 0.106 2.118
C 4.299 1.160 4.709
C 1.937 1.615 4.825
H -1.398 -0.881 -2.986
C -4.453 -2.883 -3.866
C 3.135 1.307 5.451
C -4.250 -0.005 -1.725
C 1.893 1.766 3.447
H 3.241 4.518 1.486
C -4.684 -4.228 -4.152
H -5.476 -5.210 -1.001
H -4.208 -0.039 1.080
H 5.228 0.906 5.201
H 3.160 1.176 6.525
H 1.033 1.738 5.407
C -4.582 -2.394 -2.554
N -3.963 -0.785 -3.975
H -5.170 -0.010 -1.143
C -4.959 -3.212 -1.495
N -4.072 -1.835 -4.674
N -3.129 -0.018 -0.783
Mn 0.898 -0.030 0.276
Se 3.317 -0.251 0.075
Cl -2.415 -3.694 2.836
H -4.198 0.912 -2.312
C -5.053 -5.039 -3.103
H 6.763 5.735 -0.620
P 3.075 1.760 0.899
H 4.836 6.292 0.820
C 4.101 4.286 0.868
C 0.103 -2.863 0.086
C 6.285 3.652 -0.743
H -4.554 -4.604 -5.158
C 5.397 2.652 -0.376
C -3.252 -0.008 0.589
*
```

As for the HOMO energy (spin up / spin down): -10.2913 / -10.2626 eV. The value obtained for the LUMO energy (spin up / spin down) is -4.911 / -4.974 eV. The HOMO-LUMO gap (spin up / spin down) comes out at 5.4 / 5.3 eV. The calculation puts the energy at -8969.36001 Ha.

(3)
Below is an isolated molecule of C2H4N2S2, with properties calculated with ωB97M-V/def2-TZVPD.

Structure (ORCA input):
```
! wB97M-V def2-TZVPD RIJCOSX def2/J DEFGRID3
* xyz 0 1
H 3.771 -0.332 0.505
H 0.368 -1.868 -0.913
N 1.903 -0.883 -0.382
S -0.379 1.597 -0.102
S -2.090 -0.774 0.215
H 2.338 0.570 1.466
C -0.517 -0.101 0.012
C 0.628 -0.936 -0.433
N 2.629 -0.083 0.492
H 0.645 1.436 -1.108
*
```

As for the HOMO energy: -8.6460 eV. The value obtained for the LUMO energy is -1.125 eV. The HOMO-LUMO gap comes out at 7.5 eV. The value obtained for the relative energy (zero: lowest compared OMol25 entry of this formula, charge and spin) is 99.00 kcal per mole. The calculation puts the energy at -984.35712 Ha.